ORCA calculation (the ωB97M-V functional and the def2-TZVPD basis) on a structure of composition C29H71N11O26S2Sb at a distorted geometry.

The geometry in XYZ format:
```
140
Properties=species:S:1:pos:R:3:lowdin_charge:R:1
C 4.628 3.991 1.216 -0.12
C 5.051 2.511 1.462 -0.23
C 5.565 1.752 0.191 -0.19
C 7.091 1.385 0.202 -0.19
C 8.017 2.267 -0.704 -0.22
C 8.387 1.600 -2.035 -0.24
C 7.212 0.997 -2.808 -0.21
C 6.166 2.058 -3.247 -0.20
C 4.684 1.656 -3.166 -0.24
C 4.346 0.177 -3.055 -0.35
C 2.839 -0.056 -2.872 -0.44
Sb 2.355 -2.198 -2.639 0.67
S 1.034 -1.723 -0.455 0.37
C -0.616 -2.355 -0.907 -0.56
C -1.695 -1.318 -0.681 -0.51
O -2.503 -1.343 0.248 0.03
O -1.733 -0.327 -1.626 -0.01
C -2.827 0.584 -1.545 -0.11
C -2.453 1.845 -0.745 -0.29
C -2.849 1.839 0.753 -0.01
O -3.113 2.996 -1.348 -0.03
C -2.650 3.490 -2.543 -0.53
O -3.140 3.156 -3.591 0.12
C -1.588 4.579 -2.427 -0.45
S 0.060 3.889 -2.081 0.75
H 4.387 4.158 0.144 0.07
H 5.426 4.713 1.481 0.06
H 3.716 4.259 1.790 0.05
H 4.170 1.976 1.853 0.10
H 5.846 2.490 2.235 0.09
H 5.401 2.429 -0.675 0.07
H 4.965 0.837 0.028 0.10
H 7.198 0.298 -0.097 0.10
H 7.457 1.438 1.250 0.09
H 7.544 3.257 -0.887 0.10
H 8.960 2.495 -0.162 0.10
H 9.108 0.781 -1.814 0.11
H 8.928 2.317 -2.692 0.11
H 6.750 0.199 -2.196 0.09
H 7.658 0.543 -3.718 0.11
H 6.383 2.348 -4.298 0.11
H 6.313 2.988 -2.659 0.09
H 4.190 2.021 -4.093 0.11
H 4.188 2.201 -2.333 0.09
H 4.864 -0.281 -2.176 0.07
H 4.709 -0.365 -3.949 0.10
H 2.518 0.465 -1.946 0.03
H 2.259 0.320 -3.737 0.05
H 3.736 -2.375 -1.596 -0.09
H 1.974 -3.879 -2.442 -0.12
H 0.844 -1.962 -3.555 -0.10
H 3.318 -2.542 -4.079 -0.10
H -0.587 -2.658 -1.971 0.03
H -0.871 -3.226 -0.282 0.06
H -3.062 0.875 -2.588 0.13
H -3.709 0.083 -1.113 0.11
H -1.352 1.945 -0.825 0.11
H -3.531 2.689 0.957 0.09
H -3.371 0.904 1.028 0.06
H -1.962 1.930 1.403 0.09
H -1.564 5.093 -3.409 0.09
H -1.861 5.310 -1.649 0.08
H 0.617 4.301 -3.224 -0.14
C 2.394 8.255 3.519 0.03
N 2.916 6.953 3.029 -0.45
O 3.438 6.930 1.936 0.06
O 2.800 6.005 3.770 0.07
H 2.575 8.999 2.753 0.09
H 1.334 8.135 3.724 0.10
H 2.941 8.478 4.428 0.08
C -5.451 -1.942 0.079 0.05
N -6.862 -1.849 -0.372 -0.43
O -7.443 -0.791 -0.266 0.06
O -7.365 -2.856 -0.823 0.04
H -5.138 -0.977 0.457 0.08
H -5.414 -2.710 0.847 0.10
H -4.851 -2.244 -0.773 0.11
C -9.112 -5.276 -0.746 0.04
N -9.443 -6.541 -0.040 -0.44
O -9.837 -6.482 1.100 0.08
O -9.289 -7.575 -0.660 0.03
H -9.294 -4.450 -0.070 0.09
H -8.066 -5.325 -1.033 0.09
H -9.747 -5.226 -1.627 0.11
C -5.896 -7.637 1.382 0.06
N -5.997 -6.154 1.444 -0.44
O -5.560 -5.507 0.521 0.07
O -6.510 -5.676 2.434 0.05
H -5.417 -7.907 0.448 0.09
H -5.316 -7.954 2.245 0.09
H -6.909 -8.028 1.441 0.10
C -10.217 0.245 -1.646 0.03
N -11.628 0.251 -2.115 -0.46
O -12.253 1.285 -2.040 0.06
O -12.066 -0.793 -2.545 0.05
H -9.970 1.239 -1.293 0.10
H -10.135 -0.492 -0.854 0.09
H -9.596 -0.048 -2.486 0.10
C 4.619 -2.582 1.964 0.04
N 5.184 -2.995 0.654 -0.47
O 5.136 -4.166 0.356 0.06
O 5.619 -2.113 -0.047 0.02
H 4.252 -3.468 2.469 0.09
H 5.416 -2.095 2.519 0.09
H 3.816 -1.881 1.751 0.09
C -1.233 -6.258 -3.182 0.04
N -0.408 -5.982 -1.976 -0.45
O 0.789 -6.048 -2.087 0.05
O -1.016 -5.686 -0.967 0.04
H -0.563 -6.493 -4.001 0.09
H -1.890 -7.089 -2.941 0.09
H -1.815 -5.364 -3.384 0.10
C -3.917 -5.904 4.870 0.05
N -3.183 -7.193 4.765 -0.46
O -3.831 -8.191 4.526 0.05
O -1.987 -7.164 4.923 0.08
H -4.970 -6.105 4.708 0.08
H -3.729 -5.499 5.860 0.10
H -3.516 -5.240 4.109 0.11
C 7.347 8.046 3.759 0.06
N 5.967 8.535 4.005 -0.43
O 5.614 9.552 3.451 0.05
O 5.274 7.881 4.752 0.06
H 7.831 8.739 3.081 0.10
H 7.846 8.009 4.723 0.10
H 7.259 7.050 3.336 0.10
C 5.771 12.481 4.908 0.05
N 7.255 12.508 4.799 -0.45
O 7.843 11.450 4.757 0.06
O 7.781 13.596 4.767 0.07
H 5.455 11.446 4.921 0.07
H 5.513 12.999 5.828 0.10
H 5.371 13.009 4.048 0.10
C -8.118 -10.045 -2.393 0.04
N -6.668 -9.943 -2.087 -0.45
O -6.024 -10.964 -2.016 0.07
O -6.225 -8.828 -1.920 0.05
H -8.363 -11.093 -2.518 0.09
H -8.651 -9.597 -1.560 0.07
H -8.297 -9.476 -3.300 0.10
```

The HOMO-LUMO gap comes out at 5.21 eV. The charge is -1. As for the LUMO energy: 1.04 eV. The HOMO energy comes out at -4.17 eV.

ORCA calculation (the ωB97M-V functional and the def2-TZVPD basis) on a cluster of 4 separate species, C29H73BN3O13P2 in total.

The geometry in XYZ format:
```
121
Properties=species:S:1:pos:R:3:lowdin_charge:R:1
C 2.325 3.577 3.937 -0.12
C 0.941 3.537 3.272 -0.25
C 0.320 2.135 3.233 -0.15
C 0.666 1.209 2.052 -0.37
O -0.203 0.122 2.062 -0.32
P -1.105 -0.198 0.572 0.51
C -2.373 1.219 0.911 -0.33
C -3.745 0.594 1.157 -0.32
P -5.101 1.707 0.856 0.50
O -5.487 1.984 -0.537 -0.27
O -6.402 1.202 1.681 -0.22
C -6.358 0.335 2.813 -0.28
C -5.794 0.998 4.063 -0.07
O -4.665 3.020 1.684 -0.24
C -5.396 4.231 1.472 -0.27
C -4.928 5.256 2.501 -0.07
O -0.030 0.953 -0.237 -0.31
C 0.563 1.861 0.639 -0.28
B 1.904 2.430 0.039 -0.57
O 2.030 2.615 -1.346 0.12
O 2.991 2.770 0.851 0.13
H 2.243 3.805 5.003 0.06
H 2.831 2.617 3.839 0.07
H 2.981 4.336 3.502 0.06
H 0.261 4.197 3.818 0.10
H 0.996 3.961 2.266 0.08
H -0.769 2.198 3.284 0.10
H 0.632 1.610 4.145 0.11
H 1.696 0.845 2.207 0.14
H -1.831 -0.439 -0.658 -0.01
H -1.930 -1.122 1.319 -0.02
H -0.172 -1.249 0.253 -0.02
H -2.386 1.855 0.020 0.08
H -2.120 1.849 1.765 0.06
H -3.878 -0.262 0.481 0.09
H -3.792 0.210 2.177 0.08
H -7.396 0.038 2.974 0.11
H -5.801 -0.570 2.560 0.11
H -6.562 1.577 4.579 0.06
H -5.430 0.232 4.752 0.08
H -4.966 1.664 3.823 0.07
H -6.467 4.031 1.570 0.11
H -5.219 4.566 0.449 0.11
H -5.646 5.374 3.314 0.07
H -3.981 4.928 2.928 0.07
H -4.770 6.235 2.046 0.07
H -0.081 2.776 0.744 0.14
H 1.572 3.436 -1.589 0.11
H 3.023 3.699 1.119 0.09
C 4.449 0.223 -1.352 -0.09
O 4.260 -0.799 -2.314 -0.19
C 3.729 -0.349 -3.551 -0.21
C 4.747 -0.506 -4.659 -0.22
N 5.866 0.407 -4.489 -0.05
C 7.008 0.156 -5.353 -0.20
C 7.705 -1.196 -5.253 -0.23
O 8.436 -1.401 -4.057 -0.18
C 7.666 -1.822 -2.947 -0.10
H 4.607 -0.263 -0.391 0.10
H 5.324 0.849 -1.575 0.08
H 3.571 0.865 -1.297 0.06
H 3.394 0.689 -3.466 0.12
H 2.857 -0.966 -3.786 0.13
H 4.264 -0.296 -5.619 0.12
H 5.051 -1.563 -4.673 0.10
H 6.159 0.406 -3.521 0.07
H 7.755 0.930 -5.159 0.12
H 6.682 0.281 -6.393 0.12
H 8.443 -1.245 -6.059 0.11
H 7.007 -2.025 -5.413 0.09
H 6.855 -2.490 -3.254 0.09
H 7.226 -0.986 -2.397 0.07
H 8.334 -2.360 -2.275 0.09
C 6.113 -4.711 -6.421 -0.11
O 6.855 -3.835 -7.242 -0.21
C 8.183 -4.247 -7.527 -0.22
C 8.341 -4.635 -8.980 -0.22
N 7.608 -5.851 -9.287 -0.05
C 7.547 -6.206 -10.697 -0.20
C 6.909 -5.221 -11.670 -0.23
O 5.510 -5.076 -11.524 -0.18
C 5.095 -4.164 -10.526 -0.10
H 5.219 -4.176 -6.106 0.09
H 5.808 -5.625 -6.945 0.08
H 6.682 -4.999 -5.531 0.09
H 8.470 -5.077 -6.872 0.13
H 8.845 -3.403 -7.315 0.11
H 9.405 -4.807 -9.178 0.12
H 8.032 -3.773 -9.587 0.11
H 6.671 -5.784 -8.912 0.07
H 7.002 -7.149 -10.779 0.12
H 8.569 -6.399 -11.043 0.12
H 7.063 -5.613 -12.678 0.12
H 7.390 -4.235 -11.628 0.11
H 5.766 -3.302 -10.469 0.09
H 5.038 -4.623 -9.535 0.07
H 4.099 -3.817 -10.799 0.09
C -8.681 1.427 11.925 -0.12
O -7.986 0.572 11.047 -0.19
C -8.752 -0.503 10.520 -0.22
C -9.019 -0.326 9.042 -0.22
N -9.913 0.791 8.796 -0.05
C -10.106 1.140 7.395 -0.20
C -8.890 1.541 6.568 -0.24
O -8.322 2.787 6.921 -0.18
C -7.403 2.752 7.993 -0.10
H -7.943 2.082 12.385 0.09
H -9.426 2.047 11.412 0.08
H -9.191 0.863 12.713 0.09
H -9.697 -0.594 11.067 0.12
H -8.179 -1.421 10.668 0.12
H -9.489 -1.242 8.668 0.12
H -8.048 -0.231 8.536 0.11
H -9.586 1.602 9.305 0.07
H -10.819 1.968 7.356 0.12
H -10.582 0.289 6.894 0.12
H -9.226 1.651 5.534 0.12
H -8.115 0.765 6.571 0.11
H -6.801 1.839 7.974 0.09
H -7.892 2.824 8.970 0.07
H -6.740 3.609 7.878 0.09
```

The HOMO-LUMO gap comes out at 6.45 eV. The charge is -1. As for the LUMO energy: 2.05 eV. The HOMO energy comes out at -4.40 eV.

ORCA calculation (the ωB97M-V functional and the def2-TZVPD basis) on a cluster of 17 separate species, C29H73BrN4O20P in total at a distorted geometry.

The geometry in XYZ format:
```
128
Properties=species:S:1:pos:R:3:lowdin_charge:R:1
C 1.502 -2.224 3.562 0.14
C 1.399 -2.410 2.390 -0.14
C 1.237 -2.615 0.957 -0.15
C 0.279 -1.510 0.361 -0.37
P -1.409 -2.014 0.943 0.81
O -1.744 -1.569 2.309 -0.37
C 0.616 -1.421 -1.183 -0.24
C -0.367 -1.722 -2.188 -0.10
C -1.140 -1.939 -3.071 0.19
N 1.370 -0.179 -1.379 0.06
C 0.693 0.876 -2.147 -0.12
C 1.206 2.262 -1.844 -0.75
O 1.114 2.847 -0.824 0.07
Br 2.081 3.140 -3.362 0.83
C 1.744 0.150 -0.058 -0.25
N 2.863 0.706 0.229 0.04
C 3.198 1.009 1.635 0.06
C 3.847 1.061 -0.784 -0.09
C 4.910 -0.023 -1.073 -0.05
C 4.930 -0.410 -2.529 -0.48
O 5.765 0.082 -3.256 0.11
N 3.953 -1.272 -3.032 0.13
C 3.856 -2.580 -2.427 -0.23
C 4.884 -3.139 -1.665 -0.03
C 4.789 -4.412 -1.093 -0.04
C 3.624 -5.173 -1.296 -0.07
C 2.612 -4.625 -2.076 -0.08
C 2.702 -3.355 -2.641 -0.05
N 0.807 -0.239 0.855 0.02
C -0.065 0.779 1.471 -0.13
C -1.272 1.225 0.664 -0.17
C -2.375 1.771 1.607 -0.18
C -3.714 1.055 1.495 -0.20
C -4.302 1.028 0.080 -0.18
C -5.069 -0.276 -0.221 -0.19
C -4.785 -0.814 -1.613 -0.18
C -5.606 -2.064 -1.932 -0.22
O -5.864 -2.889 -0.810 -0.19
C -4.828 -3.805 -0.529 -0.10
H 1.512 -2.056 4.605 0.05
H 2.223 -2.554 0.503 0.12
H 0.803 -3.604 0.853 0.11
H -1.488 -3.411 0.851 0.04
H -2.305 -1.537 -0.031 0.02
H 1.381 -2.188 -1.300 0.10
H -1.738 -2.106 -3.928 0.07
H -0.387 0.855 -2.039 0.13
H 0.882 0.686 -3.195 0.10
H 3.589 0.092 2.062 0.09
H 3.990 1.736 1.683 0.08
H 2.334 1.279 2.216 0.08
H 3.384 1.371 -1.708 0.07
H 4.378 1.921 -0.410 0.10
H 5.868 0.433 -0.882 0.12
H 4.786 -0.862 -0.403 0.10
H 4.073 -1.358 -4.031 0.15
H 5.794 -2.584 -1.514 0.11
H 5.622 -4.782 -0.525 0.11
H 3.589 -6.138 -0.831 0.08
H 1.721 -5.210 -2.238 0.10
H 1.886 -2.977 -3.232 0.11
H -0.362 0.447 2.454 0.12
H 0.545 1.655 1.634 0.08
H -1.032 2.036 -0.009 0.10
H -1.713 0.439 0.055 0.07
H -2.517 2.824 1.392 0.11
H -1.984 1.713 2.619 0.10
H -4.398 1.596 2.131 0.08
H -3.590 0.065 1.922 0.09
H -5.019 1.833 0.019 0.09
H -3.551 1.221 -0.680 0.10
H -6.131 -0.081 -0.122 0.12
H -4.822 -1.051 0.495 0.09
H -3.726 -1.046 -1.712 0.08
H -5.097 -0.072 -2.341 0.11
H -5.138 -2.660 -2.715 0.12
H -6.571 -1.756 -2.305 0.09
H -5.252 -4.634 0.024 0.08
H -4.341 -4.193 -1.418 0.08
H -4.102 -3.322 0.125 0.06
O 5.094 3.629 0.694 -0.07
H 5.593 4.135 1.345 0.06
H 4.480 4.279 0.314 0.02
O 0.460 3.602 3.130 -0.06
H 0.851 4.372 3.555 0.01
H 0.945 3.556 2.301 0.01
O 0.729 1.338 -6.222 -0.07
H 1.139 1.934 -5.586 -0.06
H 0.078 1.879 -6.680 0.04
O 1.241 -5.476 4.694 -0.06
H 0.689 -5.467 5.481 0.04
H 0.882 -4.775 4.139 0.00
O 1.794 6.006 2.642 -0.05
H 2.251 6.571 3.283 0.04
H 1.143 6.598 2.247 0.07
O -5.078 3.807 1.597 -0.06
H -6.027 3.665 1.669 0.05
H -4.868 4.384 2.341 0.03
O 2.391 -6.822 0.826 -0.06
H 1.905 -7.584 0.493 0.05
H 2.618 -7.067 1.731 0.05
O -6.289 -4.342 2.420 -0.06
H -6.952 -4.238 3.109 0.04
H -6.532 -3.692 1.751 0.02
O -3.917 3.571 4.277 -0.05
H -4.316 2.700 4.187 0.04
H -2.995 3.433 4.037 0.03
O -7.849 -0.106 -3.329 -0.06
H -8.221 0.557 -3.926 0.03
H -8.614 -0.613 -3.038 0.05
O -8.225 2.705 -3.277 -0.06
H -7.888 2.139 -2.573 0.02
H -9.091 2.988 -2.968 0.05
O 7.092 5.376 -0.287 -0.06
H 6.625 4.537 -0.395 0.00
H 7.996 5.189 -0.559 0.04
O 2.794 8.638 3.390 -0.05
H 2.589 9.545 3.639 0.05
H 3.752 8.581 3.474 0.05
O 3.443 6.047 0.218 -0.05
H 2.845 6.235 0.958 0.00
H 3.134 6.601 -0.505 0.05
O 5.896 -0.611 2.112 -0.05
H 6.498 -1.264 2.485 0.05
H 6.476 0.078 1.772 0.04
O -1.426 -4.624 -1.534 -0.06
H -0.892 -5.357 -1.208 0.04
H -0.778 -3.973 -1.824 -0.02
```

The HOMO-LUMO gap comes out at 8.50 eV. The charge is +1. As for the LUMO energy: -2.62 eV. The HOMO energy comes out at -11.12 eV.

| no. | calculated total energy (Ha) |
| --- | --- |
| 1 | -4741.6015 |
| 2 | -2998.7045 |
| 3 | -5787.6153 |